[1]
Here is a molecular structure, C3H2S2 in a non-equilibrium geometry from the OMol25 dataset. Energies are from the ωB97M-V functional and the def2-TZVPD basis.

Computed properties:
energy above the lowest of the compared OMol25 structures with the same formula, charge and spin = 274.6 kJ/mol
F_max = 0.0322 hartree/bohr
M = 102.18 g/mol
total charge = 0
Kohn-Sham gap (spin up / spin down) = 6.548 / 6.933 eV

The geometry in XYZ format:
```
7
Properties=species:S:1:pos:R:3:lowdin_charge:R:1
C 1.030 -1.263 0.169 -0.435
S 2.150 -0.017 -0.240 0.465
C -0.208 -1.020 0.200 -0.279
H -1.600 0.109 -0.949 0.073
C -0.988 0.055 -0.059 -0.166
H -1.334 0.628 0.787 0.048
S 0.952 1.508 0.093 0.294
```

***

[2]
Here is 9 unconnected molecules or ions with the total composition C27H70Cl2FNO11S in a non-equilibrium geometry from the OMol25 dataset. Energies are from the ωB97M-V functional and the def2-TZVPD basis.

Computed properties:
energy above the lowest of the compared OMol25 structures with the same formula, charge and spin = 147.6 kJ/mol
F_max = 0.1220 hartree/bohr
M = 706.82 g/mol
total charge = 0
Kohn-Sham gap = 10.120 eV
SMILES string = C[C@@H](Cl)[C@H](Cl)N(O)S(=O)(=O)F.CC(C)O.CC(C)O.CC(C)O.CC(C)O.CC(C)O.CC(C)O.CC(C)O.CC(C)O

The geometry in XYZ format:
```
113
Properties=species:S:1:pos:R:3:lowdin_charge:R:1
H -0.655 0.775 4.113 0.092
H -5.799 -0.564 -3.442 0.082
H 2.961 4.252 -1.639 0.083
C -3.577 -2.200 -3.724 -0.060
O -3.028 -1.160 -1.627 -0.064
C -0.007 3.227 7.650 -0.062
O -2.560 2.344 3.831 -0.285
H 0.184 4.215 7.226 0.078
H 1.213 -5.049 -3.699 0.083
H -0.378 -4.158 -1.969 0.139
H 3.462 0.899 -0.979 0.089
C -1.069 -5.662 5.126 -0.064
C -3.755 -0.976 -2.844 -0.488
C 1.204 2.740 8.432 -0.499
O -2.624 -4.471 -7.582 -0.054
H 0.395 2.216 2.429 0.054
C -0.266 -4.464 -8.079 -0.060
H 1.038 1.457 0.950 0.080
H -1.132 -4.622 5.460 0.073
H 1.826 7.227 -3.261 0.082
H -2.519 -2.373 -3.932 0.067
H 2.277 6.436 2.517 0.079
H -3.333 -0.100 -3.341 0.139
H 1.368 1.540 -3.803 0.084
C 0.961 1.358 9.021 -0.064
H 1.358 6.029 -2.038 0.066
O -1.992 -5.171 -2.689 -0.064
C 1.812 1.631 -2.809 -0.062
H -0.892 3.285 8.286 0.080
O -3.327 2.274 1.538 -0.285
C 1.901 6.176 -2.976 -0.055
H -3.951 -3.097 -3.223 0.079
H -3.393 -1.933 -1.180 0.091
C 4.070 6.570 -1.771 -0.059
H 1.560 -6.199 5.827 0.079
H -0.223 2.556 6.813 0.073
H 2.739 2.201 -2.892 0.060
H -0.360 -5.403 -8.627 0.081
C 1.166 1.509 2.057 -0.112
H -0.665 -6.243 -0.647 0.081
H -1.832 -3.474 -9.170 0.138
H 1.137 2.213 -2.177 0.080
C 0.528 5.937 1.350 -0.494
H -0.375 -7.220 -2.078 0.081
H 5.107 6.245 -1.671 0.080
H -1.019 -6.308 6.006 0.079
C -0.922 6.367 1.194 -0.055
N -1.516 0.550 2.126 -0.243
H 3.866 5.858 -3.789 0.139
O 2.626 0.429 -0.889 -0.064
C -0.636 0.119 3.222 -0.678
H 0.156 -6.898 3.864 0.137
Cl 1.880 -0.055 4.232 0.577
C -0.582 -5.102 -2.480 -0.494
C -5.222 -0.726 -2.530 -0.060
H 1.397 5.572 -3.733 0.081
H 0.004 -4.114 3.381 0.026
H 1.066 -0.729 2.025 0.107
H 0.556 -3.889 -8.509 0.081
C 1.240 6.762 2.409 -0.059
H 0.777 0.626 8.229 0.078
H -1.993 -5.880 4.587 0.080
C 0.865 0.112 2.715 -0.666
H -5.332 0.150 -1.887 0.079
O 0.581 4.555 1.704 -0.067
H 2.612 -0.718 -4.052 0.079
O 3.411 4.364 -2.484 -0.072
H 3.989 -0.063 -3.144 0.083
C -1.460 -2.375 -7.360 -0.062
H -0.994 7.417 0.902 0.080
H -2.404 -1.828 -7.396 0.079
H -2.404 -4.661 -6.664 0.078
H -4.105 -2.085 -4.673 0.083
H 0.126 4.450 2.547 0.081
H -0.009 -4.721 -7.047 0.065
C 1.434 -5.556 4.953 -0.063
H 1.431 3.445 9.234 0.137
S -2.877 1.456 2.694 0.766
H -0.671 -1.740 -7.769 0.080
C -0.139 -6.262 -1.603 -0.059
H -2.388 -0.270 0.601 0.114
H 1.125 -0.270 -2.078 0.136
O 2.343 2.701 7.575 -0.058
H 0.935 -6.226 -1.411 0.082
H 2.155 2.081 6.862 0.067
C 2.070 0.264 -2.195 -0.492
H -1.242 -2.564 -6.304 0.063
H -0.204 -4.286 -4.446 0.059
H 2.169 1.888 2.330 0.078
C 3.354 5.748 -2.832 -0.487
H 0.764 6.635 3.386 0.083
H 1.046 6.042 0.393 0.116
O -2.010 -0.555 1.459 -0.075
C -1.570 -3.681 -8.130 -0.494
H 1.840 1.017 9.571 0.079
H 1.233 7.824 2.154 0.081
H 3.598 6.436 -0.792 0.073
C 0.131 -5.119 -3.824 -0.065
H -5.653 -1.574 -1.990 0.083
H -0.097 -6.038 -4.373 0.083
C 3.019 -0.560 -3.051 -0.062
H 2.290 -5.698 4.290 0.079
H 3.203 -1.533 -2.591 0.077
C 0.137 -5.867 4.222 -0.499
O 0.022 -5.027 3.075 -0.066
H -1.423 5.759 0.437 0.081
H 0.105 1.361 9.698 0.079
H -2.185 -6.000 -3.138 0.086
F -4.106 0.452 3.124 -0.173
H -1.472 6.226 2.129 0.084
H 1.455 -4.513 5.281 0.080
Cl -0.984 -1.581 3.815 0.650
H 4.059 7.633 -2.020 0.081
```

***

[3]
Here is a gas-phase ion, C4H11N3O (charge +2) in a non-equilibrium geometry from the OMol25 dataset. Energies are from the ωB97M-V functional and the def2-TZVPD basis.

Computed properties:
energy above the lowest of the compared OMol25 structures with the same formula, charge and spin = 20.4 kJ/mol
F_max = 0.1132 hartree/bohr
M = 117.15 g/mol
total charge = +2
Kohn-Sham gap = 10.860 eV
SMILES string = COC(=[NH2+])/[NH+]=C(/C)N

The geometry in XYZ format:
```
19
Properties=species:S:1:pos:R:3:lowdin_charge:R:1
H 0.556 -2.421 -1.119 0.152
O 2.295 -0.117 0.267 0.063
C 2.439 1.204 0.732 0.028
N -0.030 0.149 -0.439 0.199
N -1.713 -1.083 0.734 0.275
H -2.929 1.235 0.438 0.137
C -1.324 -0.050 -0.068 -0.217
H -3.163 0.489 -1.126 0.109
H 2.678 1.023 1.696 0.086
H -2.177 1.841 -0.962 0.120
H 3.406 1.566 0.296 0.153
H 1.696 1.915 0.534 0.092
H 2.114 -2.260 -0.635 0.131
N 1.254 -1.865 -0.721 0.347
C 1.171 -0.631 -0.279 -0.202
H -2.712 -1.119 0.852 0.151
H 0.175 1.118 -0.826 0.214
H -1.316 -1.877 1.108 0.118
C -2.419 0.882 -0.482 0.044
```

***

[4]
Here is C4H6O in the gas phase from the OMol25 dataset. Energies are from the ωB97M-V functional and the def2-TZVPD basis.

Computed properties:
energy above the lowest of the compared OMol25 structures with the same formula, charge and spin = 140.2 kJ/mol
F_max = 0.0093 hartree/bohr
M = 70.09 g/mol
total charge = 0
Kohn-Sham gap = 10.238 eV
SMILES string = OC=C1CC1

The geometry in XYZ format:
```
11
Properties=species:S:1:pos:R:3:lowdin_charge:R:1
H -2.135 -0.730 0.571 0.114
H 1.393 1.445 0.179 0.104
H 1.469 0.317 -1.260 0.102
C -1.447 -0.052 0.067 -0.160
O -2.051 0.963 -0.650 -0.026
C -0.137 -0.133 0.170 -0.240
H 1.432 -1.687 0.303 0.100
C 1.091 -0.732 0.696 -0.096
C 1.129 0.477 -0.239 -0.097
H -2.091 0.698 -1.578 0.098
H 1.345 -0.566 1.741 0.101
```